No. 1
The following is a quantum chemistry calculation of a molecular structure, C41H42N7O4PSTi, from the OMol25 dataset.

Total energy ... -3860.56295 Ha
M ... 807.74 g mol⁻¹

The geometry in ORCA input format:
```
! RIJCOSX wB97M-V def2-TZVPD def2/J DEFGRID3
* xyz 2 1
Ti -0.2522 -0.2707 0.2683
C 3.4113 -1.7337 1.9756
O 3.9647 -0.4383 2.1788
C 3.1621 0.5921 2.5091
C 3.7641 1.6102 3.2434
C 3.0770 2.7393 3.6597
C 1.7402 2.8766 3.3565
C 1.1062 1.8883 2.5947
C -0.2860 2.0273 2.3069
N -0.9579 1.2561 1.5145
N -2.3170 1.5228 1.4546
C -2.8895 0.5346 0.8499
O -2.1686 -0.4736 0.3986
C -4.3406 0.4885 0.6132
C -5.1455 1.5497 1.0247
C -6.5095 1.5105 0.7911
C -7.0751 0.4165 0.1495
C -6.2756 -0.6428 -0.2592
C -4.9098 -0.6093 -0.0294
C 1.8133 0.7502 2.1547
O 1.1502 -0.1524 1.4073
H 4.2418 -2.4275 2.0813
H 2.9843 -1.8166 0.9774
H 2.6557 -1.9612 2.7304
H 4.8086 1.4758 3.4935
H 3.5900 3.4957 4.2364
H 1.1765 3.7377 3.6898
H -0.8384 2.8211 2.8030
H -4.6963 2.3936 1.5299
H -7.1350 2.3318 1.1131
H -8.1417 0.3887 -0.0296
H -6.7193 -1.4964 -0.7540
H -4.2792 -1.4323 -0.3414
N -1.5151 -3.2962 0.0298
P -0.6711 -2.5893 1.3116
C 0.5909 -3.7790 1.7888
C 0.6199 -4.3934 3.0382
C 1.6083 -5.3244 3.3250
C 2.5547 -5.6527 2.3656
C 2.5205 -5.0508 1.1130
C 1.5455 -4.1128 0.8254
C -1.7958 -2.3616 2.6876
C -3.1519 -2.6585 2.5965
C -3.9983 -2.3430 3.6486
C -3.4958 -1.7240 4.7839
C -2.1438 -1.4165 4.8723
C -1.2932 -1.7283 3.8250
C -1.2073 -2.8936 -1.2569
C -1.6449 -3.6523 -2.3474
C -1.2858 -3.2632 -3.6157
C -0.4879 -2.1313 -3.7812
C -0.1116 -1.4266 -2.6655
N -0.4703 -1.7819 -1.4133
H -1.8916 -4.2301 0.1157
H -0.1238 -4.1549 3.7868
H 1.6310 -5.7994 4.2962
H 3.3201 -6.3832 2.5907
H 3.2570 -5.3122 0.3648
H 1.5323 -3.6345 -0.1494
H -3.5543 -3.1214 1.7046
H -5.0516 -2.5788 3.5787
H -4.1590 -1.4765 5.6017
H -1.7527 -0.9326 5.7570
H -0.2396 -1.4765 3.8969
H -2.2454 -4.5351 -2.1759
H -1.6092 -3.8421 -4.4706
H -0.1602 -1.8028 -4.7559
H 0.5254 -0.5567 -2.7429
C 6.7959 0.3167 -3.8521
C 5.3087 0.3068 -3.9150
C 4.5630 0.3640 -5.0599
C 3.1615 0.3508 -4.9380
N 2.5392 0.2937 -3.7685
C 3.2647 0.2382 -2.6406
S 2.6306 0.1880 -1.0789
N 4.6345 0.2391 -2.7456
C 2.2990 0.4262 -6.1555
H 7.2197 0.3621 -4.8511
H 7.1623 -0.5837 -3.3566
H 7.1442 1.1813 -3.2850
H 5.0413 0.4189 -6.0253
H 5.1415 0.1953 -1.8702
H 2.8756 0.3241 -7.0713
H 1.7819 1.3869 -6.1728
H 1.5427 -0.3565 -6.1169
C -2.9128 1.0193 -2.5867
N -1.8605 2.0262 -2.6910
C -2.0907 3.1651 -3.5884
C -0.7698 1.9774 -1.9709
O -0.4959 1.0799 -1.1432
H -3.8347 1.4928 -2.2480
H -2.6203 0.2550 -1.8733
H -3.0757 0.5719 -3.5669
H -2.9036 2.9099 -4.2614
H -1.1997 3.3677 -4.1785
H -2.3724 4.0491 -3.0188
H -0.0554 2.7902 -2.1202
*
```

=====

No. 2
The following is a quantum chemistry calculation of a molecular structure, C41H43BKN15OS2 at a distorted geometry, from the OMol25 dataset.

Total energy ... -3906.10199 Ha
Relative energy (zero: lowest compared OMol25 entry of this formula, charge and spin) ... 27.69 kcal/mol
M ... 875.94 g mol⁻¹
⟨S²⟩ ... 0.7739

The geometry in ORCA input format:
```
! RIJCOSX wB97M-V def2-TZVPD def2/J DEFGRID3
* xyz -1 2
K 0.4026 0.0349 0.3575
C 4.0230 -0.8104 1.0546
C 3.2394 -1.9809 0.5439
C 3.6650 -3.3048 0.3012
C 2.5418 -3.9534 -0.1565
N 1.5294 -3.0587 -0.1816
N 1.9579 -1.8519 0.2459
B 0.0635 -3.3154 -0.5464
N -0.3500 -2.6240 -1.8748
C -1.3835 -2.9438 -2.6741
C -1.4099 -2.0440 -3.7214
C -0.3055 -1.1978 -3.4816
C 0.1525 -0.0460 -4.3216
N 0.3172 -1.5378 -2.3623
N -0.8589 -2.8153 0.6234
C -2.2005 -2.9833 0.6820
C -2.6114 -2.7314 1.9687
C -1.4205 -2.4059 2.6571
C -1.2494 -2.0086 4.0908
N -0.3758 -2.4656 1.8432
N -0.1375 -4.8473 -0.6563
C -0.1838 -5.6718 0.4131
C -0.3366 -6.9551 -0.0535
C -0.3830 -6.8151 -1.4577
C -0.5600 -7.8858 -2.4904
N -0.2633 -5.5449 -1.8110
H 5.0663 -1.0848 1.2088
H 3.6166 -0.4507 2.0019
H 3.9764 0.0218 0.3499
H 4.6491 -3.7221 0.4426
H 2.3991 -4.9771 -0.4629
H -2.0026 -3.8045 -2.4830
H -2.0802 -2.0401 -4.5662
H -0.5283 0.0965 -5.1608
H 1.1533 -0.2264 -4.7179
H 0.1912 0.8786 -3.7439
H -2.7678 -3.2879 -0.1844
H -3.6180 -2.7586 2.3589
H -1.9974 -2.4984 4.7162
H -1.3579 -0.9265 4.2230
H -0.2559 -2.2886 4.4407
H -0.0953 -5.2797 1.4164
H -0.4048 -7.8638 0.5236
H -0.4751 -8.8717 -2.0337
H 0.1934 -7.7988 -3.2740
H -1.5400 -7.8149 -2.9664
S -3.8197 1.3993 -0.8543
C -4.8939 0.8278 -2.0942
C -6.2485 1.2185 -2.2928
N -7.3403 1.5369 -2.4566
C -4.1248 -0.0577 -2.7635
S -2.6311 0.0025 -1.8748
C -4.4169 -0.8423 -3.9146
N -4.6523 -1.4693 -4.8482
C 0.1717 3.2745 5.3947
C 0.6692 4.2634 4.5477
C 1.0671 3.9701 3.2518
C 0.9645 2.6549 2.7550
C 0.4592 1.6650 3.6246
C 0.0777 1.9674 4.9176
N 1.2897 2.2533 1.4721
N 1.8483 3.1977 0.7368
C 2.2514 2.7981 -0.5108
C 2.9065 3.7723 -1.3049
C 3.4006 3.4231 -2.5357
C 3.2520 2.1072 -2.9937
C 2.5790 1.2212 -2.1758
N 2.0724 1.5378 -0.9800
H -0.1216 3.5156 6.4103
H 0.7506 5.2825 4.9117
H 1.4548 4.7334 2.5921
H 0.3650 0.6524 3.2420
H -0.3032 1.1811 5.5628
H 3.0140 4.7712 -0.9027
H 3.9116 4.1607 -3.1445
H 3.6421 1.7909 -3.9523
H 2.4237 0.1894 -2.4819
C -4.1723 -2.0418 6.9878
C -4.9708 -0.7717 6.7215
N -4.2161 0.2147 5.9528
C -3.2256 0.9968 6.6836
C -3.8300 2.1110 7.5344
C -4.4046 0.2445 4.6009
O -5.1258 -0.5652 4.0335
C -3.6097 1.2207 3.7841
C -3.4907 2.5814 4.0250
C -2.7081 3.3505 3.1809
C -2.0375 2.7224 2.1476
N -2.1545 1.4154 1.8939
C -2.9558 0.6985 2.6720
H -4.7908 -2.7717 7.5141
H -3.2881 -1.8489 7.5979
H -3.8505 -2.4825 6.0429
H -5.2851 -0.3078 7.6593
H -5.8593 -1.0143 6.1479
H -2.5014 1.4035 5.9813
H -2.6717 0.3135 7.3318
H -4.5072 2.7279 6.9436
H -3.0403 2.7495 7.9353
H -4.3948 1.7092 8.3770
H -4.0139 3.0510 4.8474
H -2.5874 4.4129 3.3453
H -1.3628 3.2777 1.5051
H -3.0616 -0.3521 2.4337
*
```

=====

No. 3
The following is a quantum chemistry calculation of a molecular structure, C41H43F9MnN7O5P2STe, from the OMol25 dataset.

Total energy ... -5746.26059 Ha
Relative energy (zero: lowest compared OMol25 entry of this formula, charge and spin) ... 0.00 kcal/mol
M ... 1161.37 g mol⁻¹
⟨S²⟩ ... 6.0385

The geometry in ORCA input format:
```
! RIJCOSX wB97M-V def2-TZVPD def2/J DEFGRID3
* xyz 2 5
Mn 1.3210 -0.3388 0.1753
N 3.2450 0.3408 3.7916
C 2.0253 0.1503 4.4275
C 1.6681 0.2493 5.7666
C 0.3532 -0.0287 6.0707
C -0.5608 -0.4008 5.0704
C -0.1897 -0.4930 3.7468
C 1.1292 -0.1973 3.4211
N 1.8159 -0.2011 2.1933
C 3.0644 0.1171 2.4819
C 4.1167 0.2182 1.4763
C 5.4339 0.4952 1.6650
S 6.2318 0.5157 0.1639
C 4.7684 0.1554 -0.6164
N 3.7407 0.0175 0.1733
H 4.1098 0.6014 4.2349
H 2.3820 0.5244 6.5302
H 0.0206 0.0314 7.0970
H -1.5807 -0.6282 5.3488
H -0.9048 -0.7953 3.0005
H 5.9691 0.6786 2.5815
H 4.7285 0.0259 -1.6881
N 1.4345 -0.1648 -1.9015
C 0.9036 1.1762 -2.2357
C 1.1335 1.6788 -3.6535
C 0.0851 2.7414 -4.0229
C 0.6214 3.9742 -4.7337
N 1.5974 4.6325 -3.8577
C 2.8557 4.9237 -4.1418
N 3.7339 5.0261 -3.1409
N 3.2544 5.1194 -5.4011
C 1.4344 2.0943 -1.1414
O 1.8186 3.2344 -1.3240
O 1.4218 1.5375 0.0485
H 2.4254 -0.2106 -2.1319
H 0.9698 -0.9260 -2.4111
H -0.1696 1.1107 -2.0527
H 1.0774 0.8433 -4.3533
H 2.1485 2.0844 -3.7175
H -0.4197 3.0952 -3.1175
H -0.6901 2.2994 -4.6441
H -0.2003 4.6636 -4.9256
H 1.0855 3.7260 -5.6884
H 1.4198 4.4823 -2.8678
H 3.4665 4.7326 -2.2131
H 4.6367 5.4478 -3.2738
H 2.5766 5.2656 -6.1301
H 4.2059 5.3749 -5.6054
C 0.1643 -6.2826 2.0506
C 0.4174 -5.7564 0.6628
O 0.8253 -4.3588 0.7696
P 1.2659 -3.5687 -0.5369
O 1.5178 -2.1446 0.0642
Te -0.0695 -3.6704 -2.4327
O 2.6794 -4.2024 -0.8959
C 3.6729 -4.5426 0.1019
C 4.8606 -3.6251 -0.0264
H -0.1417 -7.3267 1.9859
H -0.6260 -5.7337 2.5554
H 1.0638 -6.2282 2.6623
H -0.4582 -5.8087 0.0135
H 1.2317 -6.3055 0.1866
H 3.9503 -5.5747 -0.1058
H 3.2278 -4.5010 1.0962
H 5.2941 -3.6977 -1.0237
H 5.6253 -3.8948 0.7029
H 4.5490 -2.6000 0.1532
F -5.6536 -5.2503 0.4989
C -4.7129 -5.0519 1.4264
F -3.9279 -6.1359 1.4536
F -5.3295 -4.9768 2.6159
C -3.9186 -3.7973 1.1509
C -2.5750 -3.7456 1.4772
C -1.8448 -2.5973 1.2133
C -2.4621 -1.4901 0.6461
C -3.8236 -1.5476 0.3360
C -4.5491 -2.6986 0.5828
P -1.4972 0.0031 0.2561
C -1.9807 1.2658 1.4717
C -2.9204 1.0290 2.4663
C -3.1947 2.0024 3.4190
C -2.5241 3.2103 3.3803
C -1.5868 3.4657 2.3851
C -1.3147 2.4956 1.4399
C -2.7487 4.2533 4.4481
F -1.7154 4.2805 5.3051
F -2.8517 5.4777 3.9168
F -3.8535 4.0213 5.1575
C -2.3493 0.5895 -1.2598
C -2.2516 -0.1635 -2.4296
C -2.8996 0.2457 -3.5848
C -3.6441 1.4187 -3.5772
C -3.7614 2.1669 -2.4181
C -3.1185 1.7512 -1.2589
C -4.2921 1.9324 -4.8384
F -3.5409 2.9198 -5.3799
F -5.4972 2.4525 -4.6019
F -4.4192 0.9866 -5.7674
H -2.0937 -4.6027 1.9186
H -0.7836 -2.5942 1.4361
H -4.3215 -0.6976 -0.1136
H -5.5986 -2.7472 0.3273
H -3.4578 0.0896 2.4967
H -3.9329 1.8179 4.1870
H -1.0791 4.4203 2.3537
H -0.5717 2.6952 0.6788
H -1.7131 -1.1039 -2.4294
H -2.8445 -0.3590 -4.4803
H -4.3726 3.0596 -2.4088
H -3.2366 2.3313 -0.3548
*
```

=====

No. 4
The following is a quantum chemistry calculation of a molecular structure, C41H44AuBrGe2O5PS at a distorted geometry, from the OMol25 dataset.

Total energy ... -9567.86839 Ha
Relative energy (zero: lowest compared OMol25 entry of this formula, charge and spin) ... 10.73 kcal/mol
M ... 1101.93 g mol⁻¹

The geometry in ORCA input format:
```
! RIJCOSX wB97M-V def2-TZVPD def2/J DEFGRID3
* xyz 1 1
Au 0.6739 -0.8864 0.4295
O -2.1317 1.1239 3.0023
S -0.9156 0.6116 2.4675
O -0.9056 -0.8168 2.0936
O -0.3997 1.4197 1.2865
C 0.3726 0.7666 3.6584
C -0.0013 1.0457 4.9616
C 0.9632 1.0514 5.9609
C 2.2813 0.7678 5.6558
C 2.6529 0.4880 4.3463
C 1.7054 0.4955 3.3292
P 2.2826 0.2498 1.6211
C 2.6949 1.9249 1.0755
C 3.2169 2.1107 -0.2059
C 3.5852 3.3797 -0.6232
C 3.4128 4.4692 0.2205
C 2.8847 4.2893 1.4884
C 2.5337 3.0189 1.9222
C 3.8008 -0.6959 1.7571
C 5.0535 -0.0930 1.7736
C 6.1902 -0.8841 1.8746
C 6.0694 -2.2622 1.9719
C 4.8150 -2.8627 1.9694
C 3.6768 -2.0834 1.8547
H -1.0406 1.2459 5.1798
H 0.6765 1.2680 6.9809
H 3.0299 0.7627 6.4365
H 3.6872 0.2694 4.1158
H 3.3518 1.2619 -0.8637
H 4.0215 3.5236 -1.6013
H 3.6999 5.4589 -0.1096
H 2.7540 5.1373 2.1474
H 2.1302 2.8852 2.9160
H 5.1422 0.9841 1.6935
H 7.1683 -0.4222 1.8768
H 6.9579 -2.8749 2.0480
H 4.7266 -3.9380 2.0466
H 2.6993 -2.5552 1.8291
C 4.2895 -0.2606 -2.9242
C 3.7838 -1.0678 -1.7224
Ge 1.8174 -1.2191 -1.7062
C 1.3312 -2.9036 -2.5599
C 2.0721 -3.0399 -3.8945
C 1.0320 0.3243 -2.6031
C 0.1782 1.2948 -2.2386
Ge -0.9760 1.7407 -0.6434
C -2.6668 0.7812 -0.4941
C -3.6550 0.9821 -1.6449
C -1.0578 3.6603 -0.2662
C -1.4400 4.6861 -1.3309
C -0.0976 2.3786 -3.2376
C 0.9579 3.1772 -3.6777
C 0.7376 4.2003 -4.5858
C -0.5436 4.4398 -5.0654
C -1.5950 3.6389 -4.6472
C -1.3753 2.6160 -3.7350
H 5.3785 -0.2045 -2.9151
H 3.9065 0.7631 -2.9240
H 3.9903 -0.7128 -3.8706
H 4.1665 -0.6510 -0.7935
H 4.1584 -2.0929 -1.7764
H 0.2540 -2.9202 -2.7090
H 1.5885 -3.7226 -1.8872
H 1.8068 -2.2417 -4.5910
H 1.8138 -3.9859 -4.3712
H 3.1552 -3.0286 -3.7661
H 1.3992 0.4238 -3.6274
H -3.0949 1.1579 0.4401
H -2.4492 -0.2797 -0.3658
H -3.8183 2.0340 -1.8842
H -4.6205 0.5560 -1.3711
H -3.3266 0.4677 -2.5490
H -0.0842 3.9024 0.1666
H -1.7750 3.6898 0.5613
H -0.6859 4.7607 -2.1154
H -1.5395 5.6694 -0.8685
H -2.3923 4.4515 -1.8080
H 1.9531 2.9779 -3.3074
H 1.5653 4.8106 -4.9238
H -0.7187 5.2413 -5.7703
H -2.5905 3.8075 -5.0366
H -2.1995 1.9878 -3.4215
Br -5.3585 -6.6045 -2.3964
C -3.9701 -5.5198 -1.7168
C -3.1054 -6.0401 -0.7651
C -2.0871 -5.2430 -0.2716
C -1.9379 -3.9380 -0.7259
C -2.8160 -3.4303 -1.6787
C -3.8375 -4.2196 -2.1804
C -0.8243 -3.1095 -0.1850
O -0.7566 -1.8863 -0.6597
O -0.0172 -3.5468 0.6188
H -3.2311 -7.0556 -0.4174
H -1.3993 -5.6214 0.4719
H -2.6956 -2.4139 -2.0287
H -4.5246 -3.8354 -2.9209
*
```